No. 1
{
  "formula": "C23H42IN9O3",
  "method": "the ωB97M-V functional and the def2-TZVPD basis",
  "elements": ["C", "C", "C", "C", "N", "C", "C", "C", "C", "C", "C", "C", "C", "C", "C", "C", "O", "N", "C", "I", "C", "C", "C", "C", "N", "C", "N", "N", "H", "H", "H", "H", "H", "H", "H", "H", "H", "H", "H", "H", "H", "H", "H", "H", "H", "H", "H", "H", "H", "H", "H", "H", "H", "H", "H", "H", "H", "H", "H", "H", "H", "H", "C", "O", "N", "N", "H", "H", "H", "H", "C", "O", "N", "N", "H", "H", "H", "H"],
  "coordinates": [[4.4184, -4.0030, -0.2998], [3.8757, -2.6029, 0.2399], [2.4147, -2.6987, 0.8446], [1.2873, -2.1031, -0.1182], [0.8585, -0.7724, 0.3808], [0.9091, 0.2902, -0.6804], [2.4514, 0.5362, -0.9561], [2.9134, 2.0214, -0.9650], [4.1623, 2.3369, -0.2432], [4.6677, 3.6930, -0.1884], [3.9524, 4.7978, -0.8104], [2.7206, 4.5249, -1.5428], [1.8804, 5.6349, -2.2427], [2.2493, 3.1309, -1.6094], [0.1174, 1.4540, 0.0748], [-0.8468, 2.2295, -0.8923], [-1.4687, 3.2356, -0.6931], [-0.8514, 1.4096, -2.0739], [-0.0890, 0.1225, -1.9010], [0.7042, -0.1877, -3.9132], [-1.2462, -0.9577, -1.8164], [-2.1640, -0.8663, -0.5422], [-3.4438, 0.0461, -0.7123], [-4.6207, -0.5204, 0.2009], [-5.6060, -1.3395, -0.5460], [-6.3376, -0.5487, -1.5458], [-7.2524, 0.2817, -1.2569], [-5.9457, -0.7941, -2.9296], [3.6135, -4.6108, -0.7794], [5.1545, -3.7384, -1.1136], [5.0002, -4.5371, 0.4875], [3.9837, -1.8833, -0.6079], [4.5657, -2.2462, 1.0735], [2.2024, -3.7835, 1.0666], [2.4386, -2.1867, 1.8407], [1.5984, -2.1262, -1.1914], [0.4040, -2.7928, 0.0292], [1.3900, -0.4627, 1.1908], [2.8342, 0.0287, -1.8860], [3.0126, 0.0448, -0.1154], [4.7318, 1.5155, 0.2587], [5.6243, 3.9024, 0.3403], [4.2894, 5.8624, -0.7639], [0.8090, 5.4465, -1.9476], [2.1448, 6.6071, -1.7389], [2.0077, 5.6795, -3.3481], [1.3210, 2.9618, -2.1961], [0.7276, 2.2795, 0.5323], [-0.4894, 1.1214, 0.9640], [-0.5318, 1.8857, -2.9209], [-1.8917, -0.7978, -2.7229], [-0.7655, -1.9693, -1.9049], [-1.6401, -0.5727, 0.3962], [-2.5542, -1.9110, -0.3605], [-3.2598, 1.0858, -0.3188], [-3.7491, 0.1697, -1.7776], [-4.2048, -1.0295, 1.1094], [-5.1755, 0.3873, 0.5927], [-6.3294, -1.5785, 0.1459], [-7.3766, 0.2936, -0.2328], [-5.3001, -1.5921, -2.9036], [-5.3537, 0.0012, -3.2026], [-8.5543, -0.8019, 2.3593], [-8.0991, -0.5827, 1.2456], [-8.7109, -2.0601, 2.8503], [-8.9419, 0.1941, 3.1986], [-9.0820, -2.2620, 3.7596], [-8.4350, -2.8220, 2.2557], [-8.8404, 1.1379, 2.8677], [-9.3176, 0.0373, 4.1148], [7.2501, -1.8585, 3.0369], [6.3617, -2.5084, 2.5116], [7.2985, -0.4983, 2.9764], [8.2698, -2.4372, 3.7292], [8.0195, 0.0542, 3.4010], [6.5621, -0.0357, 2.4734], [8.2674, -3.4398, 3.7951], [9.0096, -1.9222, 4.1683]],
  "mulliken_charge": [-1.268, 0.395, -0.947, -0.477, -0.353, 1.767, -0.408, -0.015, -0.887, -0.634, -0.636, 0.058, -1.098, 0.315, -1.280, -0.047, -0.619, -0.146, -0.844, 0.116, -1.263, -0.923, 0.049, -0.773, -0.506, 0.387, -0.733, -0.612, 0.342, 0.357, 0.281, 0.040, -0.049, 0.439, 0.301, 0.285, 0.241, 0.437, 0.423, 0.086, 0.408, 0.322, 0.323, 0.264, 0.345, 0.279, 0.477, 0.486, 0.442, 0.492, 0.765, 0.533, 0.308, 0.548, 0.069, 0.007, 0.478, 0.359, 0.269, 0.422, 0.363, 0.337, 0.633, -0.665, -0.402, -0.408, 0.162, 0.216, 0.218, 0.167, 0.625, -0.599, -0.335, -0.435, 0.167, 0.187, 0.224, 0.149],
  "smiles": "[H]/N=C(/N)NCCCC[C@@]1(I)NC(=O)C[C@@]1(Cc1cccc(C)c1)NCCCC.NC(N)=O.NC(N)=O",
  "e_lumo_ha": 0.0135,
  "max_force_ha_per_bohr": 0.05409,
  "total_charge": 0,
  "total_energy_ha": -1917.79236,
  "e_homo_ev": -8.446,
  "homo_lumo_gap_ev": 8.814
}



No. 2
{
  "formula": "C23H42N5O2PPtSe",
  "method": "the ωB97M-V functional and the def2-TZVPD basis",
  "elements": ["Pt", "Se", "N", "C", "C", "C", "C", "C", "C", "N", "H", "H", "H", "H", "C", "C", "N", "O", "H", "H", "H", "H", "H", "C", "C", "C", "P", "C", "C", "C", "C", "C", "C", "H", "H", "H", "H", "H", "H", "H", "H", "H", "H", "H", "H", "H", "H", "H", "H", "H", "H", "H", "H", "H", "C", "N", "C", "C", "C", "N", "C", "C", "O", "H", "H", "H", "H", "H", "H", "H", "H", "H", "H", "H", "H"],
  "coordinates": [[1.6483, -14.9143, -9.9447], [-0.4437, -13.3056, -7.7208], [1.2578, -13.7454, -8.0792], [2.0487, -13.0565, -7.2402], [3.4684, -13.0857, -7.1766], [4.1219, -12.3574, -6.2627], [3.3972, -11.5555, -5.3399], [2.0531, -11.4057, -5.3946], [1.3314, -12.1782, -6.3823], [0.0172, -12.1877, -6.4790], [4.0079, -13.6473, -7.9152], [5.2158, -12.3327, -6.2856], [3.9924, -11.0545, -4.5500], [1.5366, -10.7737, -4.6751], [-2.7703, -16.1870, -9.8866], [-1.4939, -15.9112, -10.5862], [-1.3221, -16.4188, -11.8054], [-0.6500, -15.1605, -10.0805], [-3.4399, -16.7819, -10.4971], [-3.2124, -15.2064, -9.6983], [-2.6302, -16.6689, -8.9177], [-2.0705, -16.9229, -12.2123], [-0.4938, -16.1661, -12.3107], [1.7265, -12.3187, -14.1101], [2.1233, -13.4601, -13.2146], [1.3242, -14.7061, -13.6034], [2.0241, -13.0900, -11.4084], [3.7226, -12.5118, -10.9510], [4.4056, -11.4870, -11.8370], [4.6452, -13.7501, -10.8234], [0.8037, -11.7697, -10.9481], [1.1849, -10.2987, -11.1987], [-0.5869, -12.1077, -11.4887], [1.9697, -12.5607, -15.1684], [2.2638, -11.3858, -13.8904], [0.6374, -12.1935, -14.0695], [3.1801, -13.7298, -13.3427], [0.2656, -14.4013, -13.5867], [1.5519, -15.4931, -12.9230], [1.5299, -14.9771, -14.6435], [3.6155, -12.1027, -9.9485], [4.5980, -11.8507, -12.8595], [5.3513, -11.2596, -11.3818], [3.8477, -10.5698, -11.9598], [4.9173, -14.1922, -11.8014], [4.2002, -14.5549, -10.2248], [5.5731, -13.4985, -10.3275], [0.8164, -11.9192, -9.8500], [1.6938, -10.1704, -12.1632], [1.8792, -9.8688, -10.4422], [0.3027, -9.6443, -11.2708], [-0.6252, -12.1011, -12.5840], [-1.3123, -11.4174, -11.0628], [-0.8796, -13.1156, -11.1369], [1.3288, -18.2496, -10.7030], [2.6211, -18.1977, -10.0200], [3.6796, -19.1431, -10.3862], [4.9269, -18.8754, -9.5907], [4.6007, -18.7163, -8.1571], [3.6755, -17.5625, -8.0133], [3.6323, -16.9402, -6.6992], [2.6530, -17.4474, -8.8709], [1.6778, -16.6442, -8.6731], [1.3781, -19.0438, -11.4687], [1.0970, -17.2809, -11.2735], [0.5463, -18.4128, -9.9643], [3.8853, -19.0820, -11.4511], [3.3327, -20.1692, -10.2439], [5.3856, -17.9913, -9.9607], [5.6248, -19.7091, -9.7120], [5.4265, -18.4795, -7.5246], [4.0336, -19.5569, -7.7306], [4.6401, -16.6431, -6.3768], [3.2761, -17.6041, -5.9323], [3.0145, -16.0506, -6.7090]],
  "lowdin_spin": [1.392, 0.006, 0.149, 0.013, 0.003, -0.002, 0.001, 0.000, 0.006, 0.000, 0.001, 0.000, 0.000, 0.000, 0.006, 0.012, 0.001, 0.106, 0.001, 0.000, 0.000, 0.000, 0.001, 0.004, 0.016, 0.015, 0.065, 0.012, 0.003, 0.042, -0.001, 0.000, 0.000, 0.001, 0.000, 0.000, 0.001, 0.000, 0.015, 0.000, 0.000, 0.000, 0.001, 0.000, 0.001, 0.028, 0.002, 0.000, 0.000, 0.000, 0.000, 0.000, 0.000, 0.000, 0.017, 0.009, 0.001, 0.000, 0.001, 0.006, 0.000, 0.016, 0.031, 0.000, 0.015, 0.000, 0.000, 0.000, 0.000, 0.000, 0.000, 0.000, 0.000, 0.000, 0.000],
  "multiplicity": 3,
  "e_lumo_ha": [-0.2292, -0.2771],
  "max_force_ha_per_bohr": 0.04097,
  "total_charge": 2,
  "total_energy_ha": -4187.44657,
  "e_homo_ev": [-14.234, -14.259],
  "homo_lumo_gap_ev": [7.996, 6.719],
  "de_lowest_kj_mol": 0.0
}



No. 3
{
  "formula": "C23H43BN2O7S",
  "method": "the ωB97M-V functional and the def2-TZVPD basis",
  "elements": ["C", "C", "C", "B", "C", "C", "C", "C", "C", "C", "C", "S", "C", "N", "N", "C", "O", "O", "C", "C", "C", "O", "H", "H", "H", "H", "H", "H", "H", "H", "H", "H", "H", "H", "H", "H", "H", "H", "H", "H", "H", "H", "H", "H", "H", "H", "H", "H", "H", "O", "C", "O", "C", "C", "C", "H", "H", "H", "H", "H", "H", "H", "H", "O", "C", "O", "C", "C", "C", "H", "H", "H", "H", "H", "H", "H", "H"],
  "coordinates": [[3.9162, -3.5503, 1.7207], [4.8717, -2.8935, 0.9941], [5.4241, -3.3282, -0.3441], [4.6015, -2.7994, -1.6051], [3.3603, -3.6238, -2.1214], [2.3297, -2.7675, -2.8809], [0.9898, -3.4753, -3.1012], [-0.0492, -3.1052, -2.0446], [-1.3467, -3.9220, -2.1912], [-2.1542, -4.0233, -0.8731], [-3.6403, -3.6320, -1.0343], [-4.2675, -2.4450, 0.1765], [-3.4610, -0.9914, -0.3028], [-3.8662, 0.1940, -0.0102], [-2.9080, 1.0745, -0.5232], [-2.0331, 0.3384, -1.0896], [-2.2978, -0.9839, -0.9974], [4.9534, -1.6664, -2.2983], [5.3077, -0.4985, -1.5854], [4.1247, 0.4475, -1.3700], [3.1680, 0.0184, -0.2589], [3.3790, 0.6165, -2.5728], [4.1672, -3.9319, 2.7089], [2.8766, -3.6625, 1.4234], [5.2982, -1.9810, 1.4191], [6.4307, -2.9026, -0.3955], [5.5391, -4.4078, -0.3359], [3.7852, -4.3277, -2.8525], [2.9204, -4.2178, -1.3160], [2.7646, -2.5572, -3.8597], [2.2097, -1.7981, -2.3958], [1.1251, -4.5593, -3.1541], [0.5956, -3.1725, -4.0768], [0.3529, -3.2667, -1.0414], [-0.3069, -2.0607, -2.2222], [-1.9664, -3.4746, -2.9720], [-1.0686, -4.9124, -2.5586], [-2.1090, -5.0591, -0.5405], [-1.6746, -3.3685, -0.1494], [-4.2651, -4.5120, -0.8832], [-3.8480, -3.2641, -2.0377], [-1.1411, 0.6405, -1.6127], [6.0476, 0.0376, -2.1893], [5.7926, -0.6984, -0.6232], [4.5551, 1.4199, -1.1019], [3.3612, -0.9826, 0.1250], [3.2262, 0.7219, 0.5709], [2.1496, 0.0851, -0.6414], [4.0029, 0.8710, -3.2610], [0.2529, 7.5170, -0.0886], [-0.6576, 6.7482, 0.0627], [-0.7585, 5.7011, -0.7796], [-1.6776, 4.6163, -0.5970], [-3.0424, 4.9333, -1.1687], [-1.7270, 6.9664, 1.1052], [-1.7320, 4.3239, 0.4524], [-1.2446, 3.7764, -1.1390], [-3.5037, 5.7790, -0.6587], [-3.6995, 4.0687, -1.0732], [-2.9557, 5.1961, -2.2239], [-2.4782, 7.6434, 0.6995], [-1.2620, 7.4327, 1.9701], [-2.2061, 6.0548, 1.4503], [-2.9087, 4.1248, 2.7730], [-3.1087, 3.0634, 3.3007], [-3.6087, 3.0548, 4.5509], [-4.0561, 1.8619, 5.2002], [-2.9209, 1.1237, 5.8784], [-2.7409, 1.7654, 2.6308], [-4.6005, 1.2252, 4.5017], [-4.7755, 2.1993, 5.9445], [-2.1750, 0.7846, 5.1596], [-3.3006, 0.2551, 6.4170], [-2.4170, 1.7812, 6.5869], [-1.6842, 1.5671, 2.8132], [-2.9047, 1.8833, 1.5629], [-3.3293, 0.9111, 2.9552]],
  "mulliken_charge": [-0.681, -0.225, -0.627, 0.565, -0.940, -0.009, -1.020, -0.164, -0.701, -0.735, -0.842, -0.134, 0.341, -0.611, -0.102, -0.109, -0.187, -0.586, -0.698, 0.257, -0.908, -0.548, 0.257, 0.242, 0.351, 0.296, 0.428, 0.298, 0.274, 0.394, -0.070, 0.471, 0.403, 0.303, -0.099, 0.357, 0.501, 0.495, 0.384, 0.392, 0.429, 0.549, 0.409, 0.236, 0.464, 0.048, 0.397, 0.121, 0.315, -0.590, 0.720, -0.403, 0.020, -1.071, -0.653, 0.257, 0.098, 0.280, 0.332, 0.357, 0.232, 0.292, 0.164, -0.534, 0.545, -0.390, -0.403, -0.938, -0.370, 0.375, 0.314, 0.262, 0.344, 0.302, 0.249, -0.110, 0.343],
  "smiles": "C=CCB(CCCCCCCSc1nnco1)OC[C@H](C)O.CCOC(C)=O.CCOC(C)=O",
  "e_lumo_ha": 0.0067,
  "max_force_ha_per_bohr": 0.03818,
  "total_charge": 0,
  "total_energy_ha": -1961.31223,
  "e_homo_ev": -7.939,
  "homo_lumo_gap_ev": 8.122
}